A structure of composition C49H40N3O8RhSe in a non-equilibrium geometry. Source: the OMol25 dataset; level of theory: ωB97M-V with the def2-TZVPD basis set.

Calculated values
Energy above the lowest of the compared OMol25 structures with the same formula, charge and spin   21.6 kcal per mole
HOMO energy   -1.973 eV
HOMO-LUMO gap   6.17 eV
Charge   -2

Element x y z (Å)
Rh1 -1.4268 0.3495 -0.0198
C1 -2.3654 -1.2703 3.7693
C2 -1.5765 -0.8631 2.6706
N1 -1.8816 0.1708 1.9354
C3 -3.0629 0.8374 2.1805
C4 -3.9301 0.4627 3.2043
C5 -3.5293 -0.6225 4.0212
C6 -5.1591 1.1543 3.3488
C7 -5.4647 2.1563 2.4741
C8 -4.5688 2.5524 1.4536
C9 -3.3598 1.9206 1.3094
N2 -2.3835 2.1027 0.3511
C10 -2.2451 3.1774 -0.4278
C11 -2.6214 4.4861 -0.1324
C12 -2.4240 5.5268 -1.0528
C13 -1.8482 5.3185 -2.2758
C14 -1.4022 4.0132 -2.6025
C15 -0.7641 3.7130 -3.8275
C16 -0.3061 2.4590 -4.0629
C17 -0.4967 1.4657 -3.0740
N3 -1.1160 1.6900 -1.9462
C18 -1.5734 2.9535 -1.6881
H1 -2.0536 -2.1263 4.3501
H2 -0.6676 -1.3865 2.4013
H3 -4.1864 -0.9488 4.8196
H4 -5.8680 0.8251 4.0987
H5 -6.4289 2.6474 2.5378
H6 -4.8642 3.3141 0.7455
H7 -3.0664 4.6937 0.8305
H8 -2.7352 6.5286 -0.7771
H9 -1.7134 6.1242 -2.9872
H10 -0.6472 4.4991 -4.5664
H11 0.1972 2.2005 -4.9849
H12 -0.1132 0.4682 -3.2380
C19 4.6582 -1.8679 -1.9818
C20 3.4822 -0.9635 -1.6818
C21 3.5845 0.3761 -2.4017
O1 2.2931 -1.6213 -2.0535
C22 1.2664 -1.1343 -1.1765
C23 2.0174 -0.7148 0.0978
O2 3.4029 -0.7884 -0.2781
C24 1.5934 0.6705 0.7333
O3 0.4361 1.1646 0.2134
C25 1.4990 0.5382 2.2724
C26 2.1397 -0.4375 3.0276
C27 2.0063 -0.4695 4.4146
C28 1.2420 0.4855 5.0654
C29 0.6215 1.4845 4.3191
C30 0.7527 1.5080 2.9416
C31 2.6852 1.7509 0.4870
C32 3.9713 1.6610 1.0169
C33 4.9100 2.6542 0.7841
C34 4.5774 3.7696 0.0205
C35 3.2950 3.8758 -0.4965
C36 2.3572 2.8749 -0.2605
C37 0.1690 -2.1770 -0.8712
O4 -0.7073 -1.5333 -0.0251
C38 0.7277 -3.3869 -0.0977
C39 1.8892 -4.0716 -0.4534
C40 2.3466 -5.1410 0.3085
C41 1.6395 -5.5555 1.4291
C42 0.4655 -4.8959 1.7711
C43 0.0098 -3.8208 1.0169
C44 -0.5173 -2.6627 -2.1664
C45 -0.4294 -3.9640 -2.6504
C46 -1.1076 -4.3503 -3.8016
C47 -1.9026 -3.4453 -4.4854
C48 -2.0208 -2.1508 -3.9973
C49 -1.3351 -1.7750 -2.8555
H13 4.6429 -2.1510 -3.0361
H14 4.5869 -2.7639 -1.3652
H15 5.5946 -1.3521 -1.7612
H16 3.5751 0.2058 -3.4811
H17 4.5026 0.8958 -2.1184
H18 2.7411 1.0137 -2.1383
H19 0.7762 -0.2683 -1.6201
H20 1.8535 -1.4924 0.8386
H21 2.7487 -1.1948 2.5472
H22 2.4998 -1.2513 4.9809
H23 1.1171 0.4469 6.1412
H24 0.0152 2.2354 4.8134
H25 0.2515 2.2620 2.3451
H26 4.2441 0.7993 1.6132
H27 5.9059 2.5612 1.2034
H28 5.3098 4.5492 -0.1581
H29 3.0164 4.7420 -1.0869
H30 1.3481 2.9414 -0.6472
H31 2.4377 -3.7627 -1.3312
H32 3.2565 -5.6560 0.0188
H33 1.9947 -6.3909 2.0226
H34 -0.1089 -5.2216 2.6315
H35 -0.9212 -3.3134 1.2533
H36 0.1570 -4.7007 -2.1189
H37 -1.0254 -5.3737 -4.1511
H38 -2.4623 -3.7562 -5.3602
H39 -2.6776 -1.4392 -4.4840
H40 -1.5077 -0.7954 -2.4446
O5 -5.5470 -1.1373 0.3872
Se1 -4.0686 -1.7184 -0.0044
O6 -3.2980 -2.3161 1.3185
O7 -3.2389 -0.3114 -0.5781
O8 -4.0858 -2.7656 -1.2528

Cartesian forces, eV/Å:
Rh 0.3 1.2 0.1
C 0.3 0.2 0.0
C 0.3 -0.1 0.3
N -1.0 -0.9 -0.3
C 0.3 0.1 0.1
C 0.0 0.0 0.2
C -0.1 0.0 0.1
C 0.1 -0.1 -0.1
C 0.1 0.0 -0.2
C -0.3 0.2 0.2
C 0.5 -0.2 -0.1
N -0.1 -0.1 0.1
C 0.2 0.0 -0.4
C -0.2 0.2 -0.1
C -0.1 -0.1 0.2
C 0.0 -0.1 -0.1
C 0.0 0.0 0.0
C -0.1 0.3 0.0
C 0.1 -0.4 0.1
C 0.2 0.2 -0.3
N -0.3 -0.3 0.1
C 0.1 -0.1 0.1
H 0.0 0.0 0.0
H -0.1 -0.1 -0.1
H 0.0 0.0 0.0
H 0.0 0.0 0.0
H 0.0 0.0 0.0
H 0.0 0.0 0.0
H 0.0 0.0 0.0
H 0.0 0.0 0.0
H 0.0 0.0 0.0
H 0.0 0.0 0.0
H 0.0 0.0 0.0
H -0.1 0.0 -0.1
C 0.0 -0.1 -0.1
C -0.1 0.0 0.0
C 0.0 0.0 0.0
O 0.0 0.1 0.1
C 0.1 -0.1 0.0
C 0.0 0.1 -0.1
O 0.0 -0.1 0.1
C 0.2 0.0 0.0
O -0.3 0.3 -0.1
C 0.1 0.1 0.0
C 0.0 0.0 0.0
C 0.0 0.0 0.0
C 0.0 0.0 -0.1
C 0.0 0.0 0.0
C 0.0 0.0 0.0
C 0.0 0.0 0.0
C 0.0 0.0 0.0
C 0.0 0.0 0.0
C 0.0 0.0 0.0
C 0.0 0.0 0.0
C 0.0 0.0 0.0
C 0.1 0.0 0.0
O 0.1 -0.1 0.0
C -0.1 0.0 0.1
C 0.0 0.0 0.1
C 0.0 0.0 0.0
C 0.0 0.0 0.0
C 0.0 0.0 0.0
C 0.0 -0.1 0.0
C 0.0 0.0 0.0
C 0.1 0.0 -0.1
C 0.0 0.0 0.0
C 0.0 0.0 0.0
C 0.0 0.0 -0.1
C -0.1 0.0 0.0
H 0.0 0.0 0.0
H 0.0 0.0 0.0
H 0.0 0.0 0.0
H 0.0 0.0 0.0
H 0.0 0.0 0.0
H 0.0 0.0 0.0
H 0.0 0.0 0.0
H 0.0 0.0 0.0
H 0.0 0.0 0.0
H 0.0 0.0 0.0
H 0.0 0.0 0.0
H 0.0 0.0 0.0
H 0.0 0.0 0.0
H 0.0 0.0 0.0
H 0.0 0.0 0.0
H 0.0 0.0 0.0
H 0.0 0.0 0.0
H 0.0 0.0 0.0
H 0.0 0.0 0.0
H 0.0 0.0 0.0
H 0.0 0.0 0.0
H 0.0 0.0 0.0
H 0.0 0.0 0.0
H 0.0 0.0 0.0
H 0.0 0.0 0.0
H 0.0 0.0 0.0
H 0.0 0.0 0.0
H -0.1 0.0 0.1
O 0.3 -0.2 -0.1
Se -0.1 0.0 -0.1
O -0.2 0.1 -0.4
O 0.0 -0.2 0.3
O 0.0 0.2 0.3

Here are the Löwdin charges for atoms 1 to 8, given in e: number 1, Rh, carries 1.263; number 2, C, carries -0.042; number 3, C, carries -0.111; number 4, N, carries 0.023; number 5, C, carries -0.142; number 6, C, carries -0.153; number 7, C, carries -0.008; number 8, C, carries -0.055

---

A structure of composition C49H41BrClN5O3SSrTe in a non-equilibrium geometry. Source: the OMol25 dataset; level of theory: ωB97M-V with the def2-TZVPD basis set.

Calculated values
Energy above the lowest of the compared OMol25 structures with the same formula, charge and spin   478.6 kcal per mole
HOMO energy (alpha / beta)   -3.849 / -3.822 eV
2S+1   2
HOMO-LUMO gap (alpha / beta)   5.46 / 4.68 eV
Charge   -1

Element x y z (Å)
Sr1 -0.8301 1.0118 -0.7705
Cl1 0.1717 -1.4489 6.1050
C1 0.0674 -1.3268 4.3703
C2 0.6135 -2.3209 3.5773
C3 0.5615 -2.2161 2.1959
C4 -0.0429 -1.1106 1.5626
O1 0.0097 -0.9454 0.2512
C5 -0.6928 -0.1688 2.4296
C6 -1.3470 0.9849 1.6849
O2 -0.3962 1.6879 1.0181
C7 -0.5774 -0.2335 3.8013
H1 1.0986 -3.1650 4.0501
H2 0.9850 -2.9749 1.5508
H3 -1.8428 1.7016 2.4417
H4 -0.9661 0.5521 4.4405
C8 3.5081 -1.7768 0.3664
C9 2.5794 -1.4007 -0.6163
N1 2.4381 -0.1632 -1.0470
C10 3.2291 0.7774 -0.4961
C11 4.2065 0.5031 0.4920
C12 4.3420 -0.8321 0.9063
C13 4.9675 1.5740 1.0535
C14 4.6590 2.8623 0.7703
C15 3.6407 3.1853 -0.1748
C16 3.1801 4.5001 -0.3968
C17 2.1691 4.6982 -1.2901
C18 1.7281 3.6112 -2.0697
N2 2.1938 2.3856 -1.9449
C19 3.0185 2.1535 -0.9053
H5 3.5809 -2.8118 0.6708
H6 1.9491 -2.1339 -1.1048
H7 5.0838 -1.0938 1.6510
H8 5.7582 1.3416 1.7562
H9 5.1835 3.6737 1.2612
H10 3.6108 5.3241 0.1604
H11 1.6986 5.6678 -1.3987
H12 1.0586 3.7629 -2.9012
C20 1.3327 0.3408 -6.0417
C21 0.5522 -0.3929 -4.9822
C22 -0.2108 -1.5128 -5.3051
C23 -0.7054 -2.2730 -4.2540
C24 -0.5933 -1.7602 -2.9763
Br1 -0.8131 -3.0722 -1.5359
N3 -0.0623 -0.5703 -2.6212
C25 0.6403 0.0032 -3.6635
H13 1.2067 -0.1269 -7.0149
H14 2.3855 0.3415 -5.7649
H15 1.0058 1.3784 -6.0960
H16 -0.3284 -1.8399 -6.3286
H17 -1.1356 -3.2506 -4.4111
H18 1.2121 0.8289 -3.2319
S1 -2.9475 5.0620 -0.3730
C26 -1.3544 3.0038 -2.1004
N4 -0.4490 2.9871 -1.0689
C27 -2.9966 7.8725 3.2803
C28 -2.6984 6.5762 2.5815
C29 -3.6980 5.7432 2.2044
C30 -3.3235 4.5565 1.4199
C31 -4.3574 3.4894 1.1858
C32 -2.0472 3.9847 1.8844
Te1 -2.1747 2.9267 0.1262
N5 -2.3401 0.5623 0.6770
C33 -3.4586 -0.1849 1.0313
O3 -3.8576 -1.1101 0.3454
C34 -4.3408 0.3136 2.1562
C35 -5.6564 0.6210 1.8025
C36 -6.4695 1.3273 2.6718
C37 -5.9699 1.7483 3.8968
C38 -4.6916 1.3793 4.2857
C39 -3.8875 0.6359 3.4321
C40 -2.3806 1.9347 -1.8417
C41 -1.4997 4.1721 -2.8435
C42 -2.4903 4.5196 -3.7775
C43 -3.7281 3.9793 -3.9370
C44 -4.3372 2.9500 -3.1835
C45 -3.7636 2.0828 -2.3026
C46 -4.5974 1.1389 -1.4891
C47 -0.9735 4.9084 2.0066
C48 0.3876 4.5008 1.5688
C49 -1.3370 6.2142 2.3234
H19 -4.0719 8.0044 3.4046
H20 -2.6081 8.7294 2.7250
H21 -2.5394 7.8797 4.2728
H22 -4.7531 5.9652 2.3430
H23 -5.2967 3.6908 1.7035
H24 -3.9892 2.5521 1.6116
H25 -4.6099 3.3932 0.1284
H26 -6.0047 0.3345 0.8187
H27 -7.4771 1.5938 2.3737
H28 -6.5767 2.3725 4.5424
H29 -4.3081 1.6885 5.2510
H30 -2.9155 0.2865 3.7331
H31 -0.7402 4.9118 -2.5975
H32 -2.2749 5.4206 -4.3457
H33 -4.3795 4.4683 -4.6545
H34 -5.4084 2.8264 -3.3297
H35 -5.6674 1.1630 -1.7125
H36 -4.4877 1.3960 -0.4336
H37 -4.1810 0.1363 -1.5706
H38 0.3736 4.4283 0.4635
H39 0.6413 3.4936 1.9047
H40 1.1650 5.2130 1.8446
H41 -0.5659 6.9745 2.3945

Cartesian forces, eV/Å:
Sr 8.6 -15.8 -7.1
Cl 0.1 0.0 0.4
C 0.0 0.1 -0.2
C 0.0 0.0 -0.1
C -0.1 0.0 0.1
C 0.1 0.2 -1.7
O 0.1 -0.9 3.1
C 0.0 0.2 -0.8
C -0.5 -0.9 3.3
O 0.3 3.2 5.8
C 0.1 -0.3 -0.1
H 0.0 -0.1 0.0
H 0.1 -0.1 0.1
H 0.4 -0.9 -0.3
H -0.1 0.0 0.0
C 0.2 -0.1 0.0
C 0.0 0.3 -0.3
N 0.7 0.0 0.1
C 0.2 0.0 0.1
C -0.3 -0.1 -0.3
C -0.2 0.1 -0.2
C -0.1 0.3 0.1
C 0.3 -0.2 0.2
C -0.3 -0.1 -0.2
C 0.1 -0.2 -0.1
C 0.0 0.2 -0.2
C 0.8 -0.2 -0.3
N -0.4 0.4 0.3
C 0.2 -0.1 0.2
H -0.1 0.0 0.0
H -0.1 -0.1 0.2
H 0.0 0.0 0.0
H 0.0 0.0 0.1
H 0.0 0.0 0.0
H 0.0 0.0 0.1
H 0.1 0.0 -0.1
H -0.1 0.2 -0.1
C -0.1 0.1 0.4
C 0.2 0.0 -0.7
C 0.2 0.0 0.9
C -0.2 0.2 -0.4
C 0.8 0.0 1.7
Br -0.6 0.5 -0.9
N 0.7 -2.4 -3.1
C -1.5 0.2 2.3
H 0.1 0.0 -0.1
H 0.1 0.0 -0.2
H 0.0 0.1 -0.1
H 0.1 0.0 -0.1
H -0.1 0.0 0.0
H 0.2 0.1 -0.9
S 0.0 2.2 -1.0
C -1.0 1.0 -0.5
N -0.7 7.2 -0.8
C 0.0 0.0 0.1
C -0.6 0.1 0.3
C 0.2 0.4 -0.2
C -1.6 1.8 1.4
C -2.0 -0.3 1.3
C 1.1 1.0 -0.6
Te 2.7 0.4 0.1
N -3.0 -1.2 3.6
C 0.7 0.1 0.1
O -0.1 0.0 0.0
C 0.0 0.0 -0.1
C 0.0 -0.1 0.1
C 0.0 0.0 -0.1
C -0.1 0.1 0.1
C 0.0 0.0 0.1
C -0.1 -0.1 -0.2
C -5.4 3.8 -5.1
C 0.2 -0.2 -0.4
C 0.4 0.3 0.0
C -0.5 -0.1 -0.2
C 0.0 0.0 -0.3
C 1.3 -0.3 0.7
C -0.4 0.0 -0.2
C -0.7 0.1 0.4
C 0.4 0.0 -0.1
C 0.4 -0.6 0.1
H 0.0 0.0 0.0
H 0.0 0.0 0.0
H 0.0 0.1 0.0
H 0.1 0.1 0.1
H 0.0 0.1 0.2
H -0.6 -0.1 0.1
H -0.3 -0.1 0.3
H -0.1 0.0 0.0
H 0.0 0.0 0.0
H 0.0 -0.1 0.0
H 0.0 -0.1 0.0
H 0.1 0.1 0.1
H 0.0 0.0 -0.4
H -0.1 0.0 -0.1
H 0.0 0.0 0.0
H 0.0 0.0 -0.1
H 0.0 0.0 -0.2
H -0.1 0.0 -0.2
H -0.3 -0.1 0.0
H 0.0 0.0 0.5
H 0.0 0.2 0.1
H 0.0 0.1 0.2
H 0.0 0.0 0.0

Here are the Löwdin charges for atoms 1 to 8, given in e: number 1, Sr, carries 1.433; number 2, Cl, carries 0.583; number 3, C, carries -0.703; number 4, C, carries -0.136; number 5, C, carries -0.029; number 6, C, carries -0.348; number 7, O, carries -0.332; number 8, C, carries -0.089

---

Q: Which of these has the highest charge?
A: C49H41BrClN5O3SSrTe

---

Q: energy above the lowest of the compared OMol25 structures with the same formula, charge and spin of number 2 (C49H41BrClN5O3SSrTe)?
A: 478.6 kcal per mole

---

Q: charge of number 2 (C49H41BrClN5O3SSrTe)?
A: -1